A 8-piece molecular cluster, C24H45F4NO19 overall, computed with ωB97M-V/def2-TZVPD.

Results
Molar mass, Da: 727.60
Energy above the lowest of the compared OMol25 structures with the same formula, charge and spin, eV: 2.519
Total charge: 0
LUMO energy, Ha: -0.019
Kohn-Sham gap, eV: 8.329

```
93
Properties=species:S:1:pos:R:3:forces:R:3
N 0.624172 1.904731 -1.979645 5.65 0.45 -7.37
H -0.074828 2.293731 -1.528645 -4.44 2.29 3.01
H 0.940172 2.493731 -3.027645 -1.16 -1.90 4.29
H 0.501172 0.941731 -2.094645 -1.68 -2.05 -0.63
H 1.452172 1.814731 -1.445645 1.51 1.27 1.49
O -0.870828 0.331731 -0.124645 -0.74 1.79 -0.40
H -0.389828 -0.467269 -0.082645 0.81 -1.35 0.07
C -0.531828 1.064731 3.495355 -4.47 -0.36 3.47
C 0.030172 0.048731 4.412355 2.43 1.12 -1.64
O 1.038172 0.836731 5.003355 1.24 -4.46 5.22
C 1.234172 1.940731 4.507355 4.71 9.59 -0.71
O 2.118172 2.915731 4.798355 -4.68 -5.93 -1.38
O 0.322172 2.135731 3.570355 0.83 1.99 -2.66
F 0.744172 -0.815269 3.679355 0.48 -1.96 -0.49
H -1.375828 1.405731 4.253355 0.23 -0.49 -2.55
H -0.800828 0.549731 2.566355 0.00 1.17 -0.35
H -0.559828 -0.417269 5.142355 -0.75 -0.80 0.87
C -3.412828 -3.062269 2.100355 -1.02 2.24 3.38
C -2.609828 -1.707269 2.011355 -1.45 -0.85 -1.20
O -1.917828 -1.763269 3.194355 4.08 3.35 -0.82
C -2.209828 -2.744269 4.020355 0.66 2.32 0.83
O -1.845828 -2.941269 5.110355 2.61 0.22 2.82
O -3.166828 -3.311269 3.534355 -6.45 -5.72 -3.26
F -3.458828 -0.610269 2.127355 0.66 -0.52 -0.62
H -2.813828 -3.756269 1.633355 0.51 -1.93 -1.70
H -4.543828 -3.131269 2.127355 1.56 0.40 -1.22
H -1.925828 -1.676269 1.082355 -1.16 0.66 1.59
C -1.262828 3.628731 1.062355 1.87 -0.52 -5.67
C -2.512828 2.993731 1.289355 -1.48 -4.70 -2.86
O -3.462828 3.542731 0.367355 0.33 0.53 0.90
C -2.878828 4.684731 -0.121645 -4.60 2.32 -1.52
O -3.468828 5.625731 -0.657645 1.39 -2.77 1.16
O -1.629828 4.619731 0.081355 4.10 1.13 0.02
F -2.842828 3.144731 2.526355 -1.78 0.58 3.37
H -0.476828 2.977731 0.581355 -0.94 0.40 0.65
H -0.857828 4.118731 1.824355 1.52 1.87 3.54
H -2.440828 1.892731 1.034355 -0.32 0.94 0.45
C -4.019828 0.524731 -1.674645 1.52 -3.10 3.00
C -3.130828 -0.069269 -2.788645 -1.78 1.12 2.61
O -3.561828 0.689731 -3.804645 0.77 0.02 -5.18
C -4.252828 1.748731 -3.491645 -3.46 3.37 -1.29
O -4.814828 2.554731 -4.257645 2.54 -2.81 2.51
O -4.362828 1.764731 -2.144645 -0.71 1.66 -0.50
F -3.261828 -1.358269 -3.072645 -0.04 -0.83 -0.06
H -3.218828 0.589731 -0.827645 -2.15 0.01 -0.65
H -4.938828 -0.128269 -1.461645 1.29 0.95 -0.05
H -2.177828 0.221731 -2.467645 2.21 -0.47 -0.21
C 3.154172 3.232731 -4.185645 2.40 1.55 -0.60
O 2.409172 3.796731 -3.150645 -1.88 -2.41 -1.14
C 3.021172 4.846731 -2.636645 3.19 5.27 2.68
C 2.277172 5.332731 -1.361645 0.25 10.10 -7.27
O 1.976172 4.413731 -0.646645 -0.01 -9.77 10.12
C 2.896172 4.270731 0.473355 1.70 -1.54 -0.59
C 2.552172 3.003731 1.255355 4.05 1.15 -0.25
O 2.812172 1.863731 0.500355 0.33 -0.87 -0.50
C 2.342172 0.658731 1.115355 -1.86 1.82 -2.46
H 2.998172 3.910731 -5.122645 0.95 -1.45 1.41
H 2.939172 2.216731 -4.362645 -1.25 -1.15 -0.41
H 4.229172 3.095731 -3.754645 -1.27 0.89 -1.36
H 3.310172 5.735731 -3.257645 -1.41 -0.50 -0.60
H 4.074172 4.688731 -2.347645 -0.03 -1.20 0.37
H 1.267172 5.621731 -1.609645 -0.55 1.34 -1.91
H 2.569172 6.365731 -0.825645 0.58 -2.05 -1.19
H 2.855172 5.100731 1.111355 -1.27 1.45 1.16
H 4.057172 4.467731 0.249355 -2.23 -1.45 -0.59
H 1.610172 3.046731 1.642355 -2.95 0.05 0.73
H 3.222172 3.018731 2.136355 -0.19 -0.02 -0.08
H 2.573172 -0.132269 0.488355 0.81 -1.48 -1.68
H 1.265172 0.707731 1.035355 -0.64 -0.15 0.82
H 2.724172 0.360731 2.012355 1.09 0.12 2.95
C 0.311172 -4.347269 2.145355 7.48 4.02 -4.94
O -0.260828 -3.894269 0.930355 -0.34 -0.63 0.37
C 0.589172 -3.054269 0.281355 2.10 1.59 -2.05
C 0.286172 -2.885269 -1.241645 0.27 6.54 5.39
O 0.143172 -3.953269 -1.825645 -0.07 -11.03 -5.87
C 1.273172 -4.914269 -1.853645 -2.12 -1.89 1.29
C 0.823172 -6.367269 -2.206645 -0.88 3.03 -1.23
O 1.877172 -7.196269 -2.044645 3.26 0.88 1.57
C 1.587172 -8.451269 -2.479645 1.29 -2.33 1.15
H 0.735172 -3.545269 2.784355 0.06 -0.22 -0.61
H 1.031172 -5.127269 1.885355 0.40 0.20 0.35
H -0.375828 -4.722269 2.596355 -8.18 -4.73 5.67
H 1.733172 -3.275269 0.332355 -1.86 -0.27 0.38
H 0.474172 -2.069269 0.660355 0.24 1.29 0.89
H 1.104172 -2.410269 -1.640645 2.81 2.11 -0.56
H -0.502828 -2.153269 -1.491645 -0.52 -0.55 0.55
H 1.665172 -5.185269 -0.913645 -0.28 0.65 2.38
H 2.236172 -4.815269 -2.250645 1.06 1.91 -2.31
H 0.550172 -6.339269 -3.283645 -0.87 -0.46 0.62
H 0.109172 -6.596269 -1.436645 -1.39 -0.34 -0.38
H 2.403172 -9.245269 -2.355645 -0.74 1.58 0.17
H 1.425172 -8.327269 -3.485645 -0.88 -0.60 -2.79
H 0.726172 -8.792269 -1.946645 -0.91 -0.70 0.11
```
Positions in Å, forces in eV/Å.


C24H45NP2RuSi as an isolated structure, computed with ωB97M-V/def2-TZVPD.

Results
Molar mass, Da: 538.74
Total charge: +2
Spin multiplicity: 5
LUMO energy (spin up / spin down), Ha: -0.247 / -0.315
Expectation value of S²: 6.07
Kohn-Sham gap (spin up / spin down), eV: 5.607 / 3.930

```
74
Properties=species:S:1:pos:R:3:forces:R:3
P -0.351971 1.743456 -1.955078 -0.43 -2.34 -3.69
P 1.590809 -1.950983 -1.952000 1.07 0.43 -1.28
C 1.157021 0.948258 -2.680661 -0.10 0.43 0.26
C 1.214578 -0.527058 -3.088828 0.48 -0.19 -1.75
H 2.006238 1.242685 -2.050581 -0.13 -0.04 -0.23
H 1.248314 1.530563 -3.608188 0.16 -0.17 0.00
H 0.293364 -0.836348 -3.606885 0.19 0.13 0.11
H 2.018616 -0.597626 -3.837856 -0.45 0.24 -0.01
C 3.484755 -2.103365 -2.767485 2.95 0.37 -1.17
H 4.021425 -2.980695 -2.378608 -0.48 0.38 0.12
H 4.094577 -1.211095 -2.565408 -0.53 -0.05 0.12
H 3.433714 -2.223466 -3.858117 -0.42 0.15 0.42
C 1.645909 -3.638076 -2.927812 -0.92 -0.93 -1.12
H 1.967790 -3.501661 -3.967826 -0.04 0.22 0.30
H 0.699792 -4.190304 -2.993657 0.31 0.43 0.09
H 2.358881 -4.328561 -2.452189 -0.26 0.63 0.00
C -0.157929 3.537009 -2.207778 1.03 -0.17 -0.45
H -0.506731 4.089511 -1.316644 -0.30 0.41 -0.38
H -0.671250 3.831670 -3.133153 -0.30 0.16 0.62
H 0.911689 3.765214 -2.333571 -0.31 -0.03 0.16
C -1.726409 1.223914 -3.067246 0.41 -0.01 0.11
H -1.708797 0.126959 -3.146296 -0.15 0.37 -0.20
H -1.601016 1.705805 -4.047922 -0.02 -0.39 0.14
H -2.689283 1.537845 -2.643512 0.46 -0.21 -0.23
Ru -0.661922 2.310632 -0.031439 -2.94 0.74 5.59
C 2.431584 -2.995847 -0.258653 1.02 -1.31 2.03
C 2.595151 -1.561057 -0.398361 0.07 1.44 -1.25
C 1.803286 -0.508034 0.288559 -0.17 0.56 0.53
C 0.312592 -0.838292 0.217162 -0.81 0.45 0.71
C -0.064905 -1.689493 -0.998969 0.33 2.76 -0.17
C -0.110273 -3.099086 -1.196157 -2.28 -2.39 1.78
C 0.148779 -3.988853 -0.051581 -0.35 -0.91 0.23
C 1.473669 -3.614933 0.662778 -0.38 -0.85 0.96
C -2.663671 2.704079 -0.249043 -1.07 0.05 -0.32
H 3.282159 -3.612151 -0.522421 -0.03 0.17 -0.20
H 3.606133 -1.218240 -0.584953 0.09 -0.25 -0.06
H 1.958317 0.456662 -0.246765 0.18 -0.63 0.39
H 2.166703 -0.325297 1.314943 -0.28 -0.21 -0.20
H -0.005241 -1.287681 1.164551 -0.15 -0.02 -0.23
H -0.211090 0.174312 0.133865 0.42 -1.96 0.20
H -0.873634 -1.182061 -1.543933 0.50 -0.03 -0.23
H -0.737488 -3.455352 -2.004647 -0.09 0.12 0.22
H 0.201523 -5.031973 -0.413629 -0.02 0.37 0.25
H -0.691217 -3.939086 0.677465 0.37 -0.11 -0.33
H 1.275888 -2.975290 1.539204 0.06 -0.13 -0.34
H 1.905034 -4.550077 1.057480 -0.14 0.40 -0.07
H -3.266919 2.203472 0.526408 0.50 0.10 -0.15
H -3.183323 2.511452 -1.200541 0.42 0.15 0.33
H -2.760159 3.786119 -0.058783 0.22 -0.12 -0.01
C 0.891659 3.435883 1.332459 0.35 0.51 -0.24
Si -0.257499 2.817604 2.685571 -0.89 -1.32 1.61
C 0.803844 2.206618 4.098701 0.28 0.35 -0.21
C -1.557538 4.019066 3.257191 0.24 0.39 -0.23
N -1.093068 1.472398 1.938900 1.35 1.60 -3.13
C -1.837487 0.411801 2.343438 -0.74 -1.23 -0.08
C -2.701588 -0.245247 1.413164 0.04 -0.04 0.59
C -3.505383 -1.313210 1.824260 0.40 0.38 0.09
C -3.476302 -1.719248 3.165622 -0.19 -0.32 -0.25
C -2.585789 -1.140168 4.078191 0.05 0.31 -0.45
C -1.752214 -0.102421 3.674376 -0.24 0.16 -0.74
H 1.161429 4.406646 1.772178 0.23 -0.04 -0.47
H 0.502126 3.716105 0.301911 1.02 0.72 0.85
H 1.787321 2.821221 1.200491 -0.04 0.14 0.26
H 1.606066 2.943691 4.272657 -0.17 -0.35 0.17
H 0.210232 2.106201 5.019944 0.26 0.04 -0.28
H 1.256671 1.236684 3.835863 -0.08 0.33 0.18
H -2.276251 4.254079 2.463895 0.10 -0.03 0.11
H -2.121170 3.592247 4.098065 0.21 0.06 -0.17
H -1.098204 4.961634 3.580607 -0.18 -0.11 0.09
H -2.751998 0.122962 0.384465 0.08 -0.15 0.36
H -4.148601 -1.805809 1.084874 0.17 0.20 0.49
H -4.155548 -2.512662 3.487989 0.32 0.25 -0.05
H -2.540119 -1.494268 5.103322 -0.04 0.02 -0.15
H -1.025649 0.340617 4.346627 -0.20 -0.09 0.05
```
Positions in Å, forces in eV/Å.


C24H46BaN3O6P2S2 as an isolated structure, computed with ωB97M-V/def2-TZVPD.

Results
Molar mass, Da: 736.06
Energy above the lowest of the compared OMol25 structures with the same formula, charge and spin, eV: 0.949
Total charge: +1
LUMO energy, Ha: -0.094
Kohn-Sham gap, eV: 6.551

```
84
Properties=species:S:1:pos:R:3:forces:R:3
Ba 12.056274 13.618873 9.308454 0.99 0.76 -0.45
S 15.075694 13.829156 8.147568 -0.47 0.01 -0.34
C 14.694743 15.497299 7.914045 1.65 0.09 0.05
N 13.676021 16.097318 8.429579 -0.86 1.60 0.57
C 13.775354 17.511219 8.322885 -1.00 1.02 0.45
C 12.804317 18.461743 8.816145 0.20 -2.07 -0.49
C 12.949768 19.786083 8.434011 -1.82 -0.86 1.48
C 13.913542 20.220862 7.589731 2.04 -0.22 -1.16
C 14.904395 19.376977 7.090975 -0.93 -2.00 1.46
C 14.883513 18.033195 7.618140 -0.05 -0.50 -1.42
S 15.912389 16.621704 7.173760 -1.18 0.33 0.38
H 11.904804 18.050076 9.369016 1.19 0.81 -0.62
H 12.199164 20.493155 8.749876 -0.10 0.12 0.17
H 13.921628 21.244756 7.318716 -0.05 0.81 -0.44
H 15.539698 19.637551 6.265271 0.49 0.23 0.18
C 8.177370 16.315334 10.719815 0.19 1.38 -2.75
C 7.378603 15.486397 11.605423 -0.10 -1.48 2.77
C 6.856982 16.351148 12.730941 -0.93 1.20 0.19
O 8.386761 14.582521 12.297380 -0.72 -0.21 0.03
P 8.937919 13.243335 11.720971 -0.18 0.96 -3.35
O 9.658311 13.381993 10.368204 -0.37 -0.30 1.79
C 10.115476 12.833508 13.003354 -0.88 -1.21 -0.43
P 11.575027 13.833739 13.049563 4.04 0.96 -0.84
O 12.433355 13.965744 11.775041 -2.21 -0.35 1.94
O 12.568767 13.095746 14.063597 -0.52 0.34 -0.36
C 12.380535 12.683054 15.475496 -0.04 -0.83 -1.52
C 13.365880 13.403844 16.289455 0.24 0.78 2.22
C 12.776843 11.230370 15.581193 -1.31 -1.73 -0.01
O 11.144926 15.258180 13.629580 0.60 -1.12 -0.09
C 12.162539 16.367699 13.561018 -0.83 1.02 1.49
C 12.159910 17.123450 14.958188 0.23 -2.26 0.99
C 11.596867 17.338946 12.559103 0.18 1.94 -0.22
O 7.749679 12.241618 11.504880 -0.26 -0.50 0.27
C 7.384136 11.166647 10.393845 1.29 1.15 0.90
C 5.977175 11.470457 10.008331 -2.69 -0.41 -0.79
C 7.581393 9.855966 11.097935 -0.54 -0.68 -0.25
H 7.500223 16.832043 10.023234 0.10 0.23 0.29
H 8.826734 15.778710 10.044895 0.17 -0.56 -0.04
H 8.809495 17.072375 11.207944 -0.49 -0.37 0.23
H 6.566264 14.797382 11.273253 0.82 0.71 -0.55
H 7.689460 16.961317 13.112294 -0.31 -0.23 0.02
H 6.361489 15.854612 13.570515 0.28 -0.34 -0.29
H 6.084287 17.065283 12.336764 0.74 -0.57 0.12
H 10.272186 11.774009 12.748903 0.94 0.21 0.22
H 9.738452 12.807368 14.014292 -0.61 0.21 0.29
H 11.350697 12.931541 15.669200 -0.43 -0.27 0.69
H 14.329074 13.163639 15.871236 0.50 0.63 -0.26
H 13.441094 13.013167 17.353665 -0.49 0.38 -1.22
H 13.113111 14.464287 16.358181 0.56 -0.03 -0.14
H 13.844182 11.112597 15.437360 0.18 0.13 -0.31
H 12.252481 10.470287 14.908967 0.47 1.22 0.82
H 12.612160 10.938480 16.635036 -0.14 -0.10 -0.51
H 13.148517 15.971727 13.299200 -0.30 -0.08 0.04
H 11.172662 17.547434 15.158505 0.05 -0.14 -0.19
H 12.873584 17.935750 14.970630 0.25 0.13 -0.28
H 12.416900 16.461006 15.891875 -0.40 0.99 -1.97
H 10.731521 17.861848 13.011708 0.06 -0.63 -0.24
H 11.287234 16.912989 11.598339 0.35 -0.03 0.22
H 12.283806 18.226910 12.401724 -0.33 -1.29 -0.11
H 8.142737 11.305186 9.605768 -0.48 0.26 0.26
H 5.222331 11.161995 10.777824 0.99 0.09 -0.20
H 5.577987 10.908926 9.088397 1.17 0.67 1.09
H 5.715287 12.526747 9.841015 0.70 -0.25 -0.15
H 6.701885 9.673504 11.735734 0.54 -0.05 0.02
H 8.500752 9.884456 11.685508 -0.13 -0.20 -0.06
H 7.633914 9.021739 10.364024 0.02 0.54 0.40
C 14.326833 8.387179 10.708727 1.17 -0.98 1.14
C 13.987910 8.951368 9.344505 -1.12 -1.21 -0.38
C 14.962438 8.553313 8.211164 0.36 2.10 -0.25
C 12.573338 8.414333 8.986932 -0.53 1.30 -0.93
N 14.044940 10.374542 9.380473 -0.97 1.68 1.76
N 12.898132 10.992992 10.069199 1.78 0.17 -0.24
H 14.258794 7.261265 10.651862 0.27 1.12 0.20
H 13.702443 8.689314 11.600168 0.15 -0.06 -1.28
H 15.359759 8.704941 10.989639 -0.58 -0.50 -0.24
H 14.992206 7.527916 7.935870 -0.14 -1.00 0.15
H 15.988299 8.891527 8.476998 -0.61 -0.26 -0.19
H 14.667723 9.124136 7.271183 0.31 -0.65 1.07
H 12.721737 7.463372 8.486877 -0.54 -0.37 0.40
H 12.117819 9.090672 8.214593 0.38 -0.53 0.30
H 11.826150 8.427464 9.816679 0.78 -0.63 -0.42
H 14.030482 10.797768 8.492648 0.29 0.29 -1.41
H 13.181116 11.022633 11.043698 -0.33 0.04 0.07
H 12.113627 10.387609 9.956573 -0.73 -0.57 0.24
```
Positions in Å, forces in eV/Å.


Question: Number 3 is which compound?
Answer: C24H46BaN3O6P2S2


Question: What is the formula in the third record?
Answer: C24H46BaN3O6P2S2


Question: Among the records above, which one has the highest total charge?
Answer: C24H45NP2RuSi